No. 1
# C3H3NO2

An isolated molecule of C3H3NO2 (ωB97M-V/def2-TZVPD, the OMol25 dataset).

Values from the calculation:
Frontier orbital gap (alpha / beta) = 0.30679 / 0.35513 Ha
E_LUMO (alpha / beta) = -0.41 / -0.19 eV
Net charge = 0

Positions of all 9 atoms, in Å:
C -0.805 0.930 -0.933
C -0.326 0.662 0.200
C 1.292 -1.235 0.269
N 1.070 -1.494 -1.074
O 0.331 -0.392 0.891
O 2.048 -0.561 -0.668
H -1.224 1.336 -1.893
H -0.468 1.311 1.022
H 1.659 -1.917 0.941

***

No. 2
# C23H45Cl3N2O4PSiSr

A structure of composition C23H45Cl3N2O4PSiSr (ωB97M-V/def2-TZVPD, the OMol25 dataset).

Values from the calculation:
Frontier orbital gap = 0.26438 Ha
E_LUMO = 2.45 eV
Net charge = -1

Positions of all 80 atoms, in Å:
C 6.307 3.361 -3.138
C 6.538 2.725 -4.477
H 7.239 3.384 -2.553
H 5.533 2.831 -2.561
H 5.977 4.407 -3.266
C 7.741 2.694 -5.079
C 9.005 3.235 -4.523
H 7.835 2.285 -6.083
H 9.147 2.978 -3.471
H 9.077 4.322 -4.627
H 9.840 2.809 -5.085
Sr 0.980 -0.005 -0.766
Cl -0.891 1.613 -2.177
Cl 3.175 1.967 -0.965
C -0.470 -1.099 -3.937
O 0.034 -1.815 -3.061
N -0.540 -1.401 -5.247
C -0.119 -2.698 -5.753
C -0.954 -0.391 -6.208
H -0.902 -0.097 -3.712
H -0.359 -3.482 -5.031
H 0.953 -2.709 -5.979
H -0.647 -2.863 -6.699
H -1.527 0.365 -5.664
H -1.547 -0.856 -7.002
H -0.085 0.090 -6.680
H 4.512 1.006 2.662
H 4.679 0.297 -0.014
C 4.471 -0.068 2.890
C 5.014 -0.609 0.530
N 4.174 -0.829 1.690
H 3.684 -0.250 3.629
C 3.005 -1.483 1.550
O 2.513 -1.811 0.449
H 4.940 -1.481 -0.133
H 2.511 -1.729 2.511
H 5.440 -0.387 3.300
H 6.046 -0.473 0.875
O 4.777 1.127 -4.225
C 5.300 2.097 -5.128
C 6.407 0.394 -6.645
C 5.608 1.539 -6.509
H 6.704 -0.161 -5.748
C 6.849 0.010 -7.921
H 4.553 2.902 -5.218
C 5.161 2.230 -7.641
H 7.448 -0.901 -8.022
C 6.534 0.791 -9.034
C 5.667 1.883 -8.903
H 4.442 3.050 -7.510
H 6.941 0.532 -10.020
H 5.381 2.472 -9.781
Si 3.916 -0.307 -4.382
Cl 1.464 0.983 1.981
C 5.088 -1.765 -4.372
C 2.840 -0.181 -5.916
C 2.883 -0.458 -2.879
H 5.666 -1.887 -5.296
H 4.475 -2.667 -4.232
H 5.787 -1.688 -3.526
H 3.492 -0.245 -1.983
H 2.401 -1.445 -2.793
H 2.120 0.334 -2.992
H 3.415 0.127 -6.801
H 2.072 0.586 -5.737
H 2.337 -1.124 -6.165
C -3.175 -2.268 1.638
P -1.870 -1.023 1.739
C -2.719 0.569 1.861
C -1.096 -1.261 3.355
O -0.941 -1.147 0.563
H -3.891 -2.146 2.460
H -2.728 -3.269 1.692
H -3.699 -2.157 0.681
H -3.647 0.441 2.436
H -2.056 1.280 2.372
H -2.935 0.927 0.846
H -0.820 -2.319 3.478
H -0.202 -0.621 3.405
H -1.812 -0.981 4.142

***

No. 3
# C31H29N2O4PS2Zn

A structure of composition C31H29N2O4PS2Zn (ωB97M-V/def2-TZVPD, the OMol25 dataset).

Values from the calculation:
Frontier orbital gap = 0.16060 Ha
E_LUMO = 4.20 eV
Net charge = -2

Positions of all 70 atoms, in Å:
Zn -0.108 -1.273 -0.562
O 1.637 -2.423 1.425
C 1.116 -1.350 1.118
C 1.479 -0.180 2.018
C 2.707 -0.231 2.684
C 3.114 0.797 3.515
C 2.277 1.894 3.705
C 1.064 1.956 3.040
C 0.650 0.934 2.178
P -0.888 1.052 1.148
C -2.005 1.889 2.337
C -2.047 1.535 3.689
C -3.000 2.068 4.546
C -3.947 2.967 4.072
C -3.926 3.319 2.728
C -2.970 2.788 1.873
C -0.491 2.249 -0.089
C -0.360 3.610 0.197
C -0.188 4.592 -0.764
C -0.337 4.172 -2.134
C -0.398 2.872 -2.486
C -0.141 1.763 -1.493
H 3.325 -1.108 2.532
H 4.073 0.748 4.020
H 2.579 2.705 4.361
H 0.422 2.819 3.180
H -1.322 0.828 4.077
H -3.003 1.774 5.590
H -4.691 3.385 4.740
H -4.659 4.017 2.338
H -2.954 3.070 0.827
H -0.470 3.926 1.234
H -0.185 5.642 -0.496
H -0.453 4.925 -2.911
H -0.549 2.586 -3.521
H 0.912 1.456 -1.572
O -3.559 -6.277 -6.311
C -3.049 -5.006 -6.239
O -3.256 -4.261 -7.162
C -2.286 -4.679 -5.018
C -1.822 -5.646 -4.119
C -1.117 -5.286 -2.991
C -0.840 -3.936 -2.692
S 0.079 -3.580 -1.258
C -1.300 -2.971 -3.604
C -1.998 -3.341 -4.738
H -3.405 -6.713 -5.466
H -1.968 -6.709 -4.300
H -0.758 -6.048 -2.311
H -1.092 -1.924 -3.419
H -2.341 -2.583 -5.430
C 5.406 2.257 0.180
N 4.125 1.661 -0.084
C 2.951 2.482 0.161
C 4.027 0.448 -0.678
O 3.006 -0.108 -1.016
H 5.462 2.587 1.222
H 5.582 3.129 -0.461
H 6.200 1.530 0.005
H 2.961 2.841 1.191
H 2.054 1.891 0.012
H 2.913 3.336 -0.521
H 5.022 -0.016 -0.827
C -0.721 -4.542 1.897
C -1.677 -3.477 1.621
N -2.424 -2.633 1.398
H -0.746 -5.255 1.074
H -0.968 -5.037 2.836
H 0.278 -4.109 1.930
S -1.004 0.204 -2.032

***

Number 1: largest force on an atom 0.0903 Eh/bohr. Number 2: largest force on an atom 0.0217 Eh/bohr. Number 3: largest force on an atom 0.0051 Eh/bohr.